# 1
ORCA calculation (ωB97M-V with the def2-TZVPD basis set) on a cluster of 8 separate species, C26H52Br4O10 in total.

The geometry in XYZ format:
```
92
Properties=species:S:1:pos:R:3:forces:R:3:lowdin_charge:R:1
C 0.98304 -3.32414 4.34348 0.2 0.3 0.5 -0.55
H -2.70880 6.27837 -0.92645 0.3 0.0 -0.4 0.05
O -3.26777 -5.32878 -3.26802 0.3 -0.2 0.1 0.05
H 1.19003 -6.14474 1.96142 0.0 0.1 0.1 0.08
C -3.78336 -4.31093 -2.87129 -0.2 0.0 -0.2 -0.50
H 7.30072 0.04799 -0.42605 -0.4 -0.2 0.5 0.12
C -2.15897 2.09407 2.92527 0.7 -0.5 0.3 0.03
H 0.75712 -1.20336 4.56011 0.6 0.1 -0.2 0.08
O 0.87396 0.97708 2.07204 -0.5 -0.1 0.1 0.05
H -0.54218 4.69269 0.46309 0.0 0.3 -0.1 0.12
C 4.99736 -0.93270 -0.07090 -0.2 -0.9 0.4 -0.55
H -0.74369 -2.33096 0.53844 -0.2 0.1 0.1 0.05
H 3.41036 -1.76170 -1.25552 0.1 -0.1 0.0 0.08
H -2.02473 1.92564 -1.85252 0.4 -0.1 -0.2 0.03
H -2.11267 1.65859 -3.63058 0.1 0.0 0.0 0.09
Br 1.56206 -6.75527 -4.47118 0.0 0.0 -0.1 0.62
C -4.02866 -3.16266 -3.82769 0.7 -0.3 0.0 -0.02
H 3.27971 -2.12975 0.49813 0.5 -0.3 -0.1 0.09
O 5.25124 0.11597 -0.84854 -0.2 0.5 -0.5 0.00
C -2.52559 2.19296 -2.78202 -0.5 0.3 0.6 -0.02
O -3.52005 4.34856 -2.72704 -0.4 0.1 -0.7 -0.01
H -1.75615 -0.08315 0.99938 -0.2 0.0 0.0 0.04
O -0.79974 3.91066 2.34911 -0.1 0.3 0.1 -0.03
Br 0.11298 -2.05220 -1.72877 0.1 0.2 0.1 0.65
H -4.28394 6.06089 -3.59885 -0.3 -0.2 0.2 0.12
H -2.54414 6.00653 -3.42720 0.0 0.0 0.0 0.11
C 0.69571 -5.35014 -5.50342 -0.3 -0.4 -0.5 -0.70
Br -0.24384 -2.63852 -5.44771 0.0 -0.2 0.0 0.60
C 0.58034 -1.97406 3.81797 -0.8 -0.4 0.3 0.02
H 2.22008 2.30377 0.41694 0.0 -0.1 0.0 0.09
H -4.86410 -3.28175 -1.33157 0.1 0.0 0.1 0.06
H 0.30182 -6.07302 4.90985 -0.7 0.2 -0.2 0.13
C -3.54500 6.48099 -1.59341 -1.0 -0.1 0.7 -0.07
H 5.91983 2.76963 -0.36861 -0.2 0.0 0.2 0.08
C 2.51739 2.53533 1.43524 0.4 0.5 -0.1 -0.01
H -4.90844 -5.02696 -1.20888 0.3 -0.2 0.2 0.09
O 0.28867 -4.30217 3.75406 -0.5 -0.2 -0.3 -0.01
H -0.10022 -5.83934 -6.06084 0.0 0.0 0.1 0.06
H 1.39498 -4.97790 -6.24453 0.3 0.2 0.3 0.05
H 3.56583 2.26092 1.60434 -0.1 -0.2 -0.2 0.08
H 1.78059 -5.62851 4.21036 -0.1 0.1 -0.1 0.12
C 6.51052 0.74186 -0.71788 1.4 0.5 -0.4 -0.24
C -1.44103 -0.32167 -0.01049 0.6 0.3 -0.2 -0.68
C -4.26053 -4.18405 -1.44179 -0.5 0.5 -0.4 -0.03
H -3.55475 1.89967 -2.58737 -0.1 0.2 -0.4 0.06
H 2.92580 2.63017 3.97088 -0.2 0.2 0.2 0.08
H -3.30350 -3.25496 -4.63576 -0.1 0.0 -0.1 0.06
C 6.44252 1.97451 0.16206 0.1 0.0 0.1 -0.06
H -0.50014 -1.94510 3.65952 0.1 -0.2 -0.4 0.09
H -4.42270 6.11903 -1.04039 0.0 0.0 -0.1 0.08
H -0.97723 0.56024 -0.44328 -0.1 0.1 0.1 0.04
C 1.69186 1.78941 2.43833 0.5 -0.3 -0.2 -0.49
C -3.48293 5.77370 -2.92158 1.1 0.2 0.0 -0.22
H -3.69850 7.55535 -1.70035 0.3 0.0 -0.1 0.08
C -0.42097 -1.41986 0.04245 0.1 -0.7 -0.2 -0.66
H -2.84269 2.68871 3.52630 0.0 0.0 0.0 0.09
H -2.63765 1.19239 2.55727 -0.3 0.2 -0.3 0.08
H -5.02200 -3.28145 -4.26161 -0.1 0.2 0.2 0.09
O 1.83934 -3.51048 5.16806 0.0 0.0 0.0 0.10
C 0.48974 -6.46130 2.73790 -0.2 0.3 -0.4 -0.07
C 0.14447 -4.33091 -4.54954 -0.1 0.2 0.2 -0.72
H 2.53649 3.62026 1.57571 -0.3 -0.1 0.1 0.09
O 5.80323 -1.45852 0.65015 0.2 0.2 0.2 0.11
H 5.96270 1.77393 1.12034 -0.1 -0.1 0.0 0.07
H 0.67274 -7.52395 2.88201 -0.2 0.0 0.3 0.08
H 0.47683 -1.05366 0.53325 0.0 0.1 0.0 0.03
H 2.50269 0.95036 4.19051 -0.2 0.0 0.0 0.09
O -1.28402 4.22292 -2.91526 0.3 0.3 -0.5 0.09
C 0.70537 -5.64470 3.99036 1.6 -0.6 0.3 -0.23
H 2.88163 -0.57403 -0.09597 0.3 0.2 -0.2 0.07
H 1.09762 -1.85349 2.86868 0.0 0.5 0.0 0.08
H 0.46714 5.36533 1.79998 0.1 -0.1 -0.3 0.11
O -1.80032 2.82428 0.65953 -0.1 0.0 0.0 0.10
H 0.84441 -4.11213 -3.75054 0.1 0.1 -0.1 0.00
H -1.75868 6.29440 2.83817 0.3 -0.3 0.1 0.08
C -1.57687 2.94638 1.83714 -0.4 -0.2 -0.3 -0.55
H 6.84608 1.07082 -1.70576 -0.5 -0.1 -0.2 0.12
H -3.88157 -2.20273 -3.33833 -0.3 0.1 -0.1 0.02
C -1.50097 6.17227 1.78788 -0.5 0.2 -0.7 -0.06
H 7.44831 2.33204 0.38916 0.0 0.0 -0.1 0.08
H -1.07065 7.11835 1.45214 0.0 0.0 -0.1 0.08
C 3.58869 -1.39979 -0.24447 -1.0 0.4 0.2 0.01
H -1.33581 1.73944 3.55386 -0.1 0.3 0.1 0.08
C -2.35797 3.68696 -2.88575 0.0 -0.5 1.0 -0.53
C 2.10422 1.92120 3.88372 0.3 -0.1 -0.1 0.00
H -2.43859 6.03365 1.24256 0.0 0.0 0.1 0.06
Br -2.97492 -0.68123 -1.12343 -0.3 -0.3 0.4 0.74
H -0.79445 -4.66265 -4.11545 0.0 0.0 0.0 0.04
H -3.39703 -4.10254 -0.78499 0.0 -0.2 0.1 0.08
H 1.27519 2.17812 4.53800 -0.1 0.1 0.0 0.09
C -0.52923 5.05362 1.48726 0.4 -0.3 1.0 -0.19
H -0.51363 -6.29813 2.33914 0.0 -0.2 0.1 0.08
```
Forces are in eV/Å.

Its multiplicity is 1. As for the HOMO energy: -9.47 eV. The SMILES is CCOC(C)=O.CCOC(C)=O.CCOC(C)=O.CCOC(C)=O.CC(C)=O.CC(C)=O.BrCCBr.BrCCBr. As for the HOMO-LUMO gap: 9.831 eV. The value obtained for the energy above the lowest of the compared OMol25 structures with the same formula, charge and spin is 0.0 kJ/mol. As for the LUMO energy: 0.013 hartree.

# 2
ORCA calculation (ωB97M-V with the def2-TZVPD basis set) on a structure of composition C24H43NP2Zr.

The geometry in XYZ format:
```
71
Properties=species:S:1:pos:R:3:forces:R:3:lowdin_charge:R:1
H -1.83723 -0.68826 -0.72676 0.0 0.5 -1.0 0.01
H -3.92845 -0.36115 1.20696 0.1 0.4 0.2 0.06
H 1.31003 1.55582 -3.87598 0.0 0.1 0.3 0.06
C -3.58069 -0.06264 -2.09461 -0.7 -1.3 0.0 -0.11
H -3.02647 1.24216 -5.22533 0.1 0.0 0.4 0.14
H -0.16380 -0.58279 -2.27296 -0.3 -0.1 0.4 0.03
Zr 0.68922 1.15710 0.52816 3.2 -0.6 2.4 1.45
H 1.72338 -2.03127 0.33587 0.3 -0.1 0.3 0.07
C 1.36413 -0.51378 1.84476 0.5 0.6 -0.8 -0.31
C 1.83129 -1.74919 1.38315 -0.1 -0.1 0.6 -0.13
C -2.83273 1.27618 -4.13601 -0.3 0.6 0.2 -0.16
N 2.19026 1.82227 4.54666 -1.4 0.0 -1.5 -0.28
C 2.79696 -0.51688 -2.76616 0.4 -0.6 0.0 -0.20
H 3.30774 2.33848 -0.36570 -0.2 0.0 0.3 -0.02
H 2.92344 -3.03087 4.35287 -0.2 0.1 -0.3 0.12
C -1.15832 -0.57253 -4.01475 0.0 0.8 -0.6 -0.13
H -0.69465 1.48082 -3.75931 0.0 -0.3 0.0 0.06
H 2.84817 2.84897 1.25207 0.2 -0.1 0.0 -0.01
C -2.14217 -1.65992 -4.31900 -0.3 -0.6 -0.3 -0.16
H -3.73126 0.58057 -1.22518 -0.1 -0.4 0.1 0.10
H 2.32655 1.11069 6.53347 -0.1 0.2 0.0 0.09
H 3.52767 1.23307 0.99209 -0.3 0.1 -0.1 0.02
H 0.56516 2.51772 -2.55991 0.2 0.0 0.0 0.05
C -1.46780 0.72933 -3.85540 0.1 -0.8 -1.2 -0.11
H 3.61939 2.13502 3.04998 0.1 0.0 0.5 0.06
C 3.54456 1.78016 4.08883 0.5 -0.3 -0.2 -0.07
C 2.01194 -1.10279 4.10283 0.0 0.2 -0.2 -0.01
H -1.43798 -2.44612 2.33783 -0.1 -0.2 -0.2 0.06
H -2.86167 2.34188 -3.86137 0.1 -0.3 -0.1 0.11
H 2.30527 2.62415 -2.86381 -0.1 -0.2 0.2 0.07
H -1.57502 -2.49232 -4.76414 -0.3 0.3 0.0 0.12
C 1.98811 1.99021 5.95444 -0.1 -0.2 0.6 -0.08
H -1.45667 1.03315 -0.81501 0.0 -0.1 -0.2 0.09
H 0.25251 1.15920 4.37177 0.1 0.0 -0.5 0.13
H 2.75053 -1.56648 -2.45077 0.1 0.3 0.0 0.07
C -1.08591 0.05158 -0.46958 -0.5 -0.8 0.3 -0.49
H -2.33511 -3.13018 -2.74554 -0.3 0.3 0.0 0.11
H -3.29658 0.27174 2.76548 -0.1 0.1 -0.4 0.07
H 0.92326 2.15656 6.15998 0.3 0.1 0.1 0.09
H -2.86705 -1.34783 -5.08508 0.3 0.1 0.2 0.12
C 1.44819 1.93581 -2.85465 -0.2 0.1 -0.1 -0.24
H -1.10090 -2.63544 0.60770 -0.1 0.3 0.2 0.06
H 0.47009 -1.45392 -0.90101 0.2 0.5 0.0 0.07
H -3.86264 -2.70555 -3.49797 0.4 0.1 0.1 0.13
C -3.18168 0.30489 1.66953 -0.6 -0.1 -0.3 -0.26
H 2.77828 -3.60635 1.90733 -0.1 0.3 0.3 0.12
C 2.40623 -2.65026 2.28519 0.0 -0.1 -0.4 -0.06
C 2.48323 -2.33325 3.63796 0.0 0.1 0.3 -0.04
H 3.96542 0.75767 4.12185 0.1 0.2 0.0 0.09
C -3.98235 0.56088 -3.39178 -0.1 0.3 -0.6 -0.16
H 2.03490 -0.84703 5.17118 0.2 -0.2 -0.5 0.13
C -1.72434 -2.10340 1.33658 0.1 -0.3 0.5 -0.22
H 2.57562 2.84808 6.31055 -0.3 -0.1 -0.1 0.10
C 2.84217 1.98443 0.56601 -0.5 1.1 0.7 -0.32
H 3.84438 -0.18192 -2.74767 -0.3 -0.1 0.1 0.07
H 2.42557 -0.43287 -3.79680 0.0 0.0 0.3 0.06
H -4.74838 1.32234 -3.18206 0.1 -0.3 -0.1 0.12
H -3.38871 -1.89268 -1.01956 0.6 0.4 0.0 0.10
C 0.20139 -0.44705 -1.25042 0.0 -0.4 -1.1 -0.38
H -3.32794 1.33984 1.33345 0.0 -0.2 0.2 0.06
C 1.13993 1.21051 3.71435 1.1 0.5 1.9 -0.17
P 1.83571 0.57264 -1.69403 -1.2 -0.4 0.1 0.86
H -0.11298 -0.88865 -4.13237 -0.2 0.3 0.4 0.11
C 1.51675 -0.15703 3.19929 -0.3 -0.5 -0.3 -0.27
H 0.88443 1.94361 2.89184 -0.1 -0.1 -0.3 0.07
P -1.50407 -0.29940 1.39296 1.1 1.0 -0.2 0.88
H 4.14924 2.42094 4.74646 -0.1 -0.2 -0.4 0.10
C -3.22953 -1.36315 -1.96732 -1.4 0.9 -0.3 -0.14
H -4.45106 -0.17134 -4.06546 0.2 0.1 0.4 0.12
H -2.78542 -2.34388 1.16535 0.4 0.1 0.1 0.06
C -2.92159 -2.27029 -3.11136 0.1 -0.5 -0.4 -0.16
```
Forces are in eV/Å.

Its multiplicity is 1. Its total charge is +2. As for the HOMO energy: -12.95 eV. As for the HOMO-LUMO gap: 5.454 eV. The value obtained for the energy above the lowest of the compared OMol25 structures with the same formula, charge and spin is 293.5 kJ/mol. As for the LUMO energy: -0.276 hartree.

# 3
ORCA calculation (ωB97M-V with the def2-TZVPD basis set) on a structure of composition CH6N4O.

The geometry in XYZ format:
```
12
Properties=species:S:1:pos:R:3:forces:R:3:lowdin_charge:R:1
N -1.55796 -1.35695 0.46372 2.2 0.0 0.9 0.17
H -2.47934 -1.70710 0.26844 -0.8 0.5 -0.9 0.09
N 1.23438 -0.44341 0.50625 -0.4 2.7 2.4 0.12
C 0.17122 0.46885 0.41794 -0.3 -0.9 -1.2 -0.43
H -0.24326 0.72409 1.37508 0.4 0.7 0.6 0.15
N -1.14491 -0.33998 -0.02013 -5.2 2.3 -3.0 -0.09
O -2.15760 0.74903 -1.03809 2.1 -3.4 2.7 -0.29
H 0.42051 1.31268 -1.43380 1.5 -1.3 -1.6 0.07
N 0.21405 1.48603 -0.49855 1.3 1.7 1.7 0.08
H 0.92272 -1.07761 1.18826 0.2 -1.5 0.9 0.06
H 1.33516 -0.85968 -0.33880 0.8 -1.8 -3.0 0.05
H -0.72307 1.75455 -0.65789 -1.8 0.9 0.4 0.02
```
Forces are in eV/Å.

Its multiplicity is 1. As for the HOMO energy: -9.36 eV. As for the HOMO-LUMO gap: 9.011 eV. The value obtained for the energy above the lowest of the compared OMol25 structures with the same formula, charge and spin is 638.9 kJ/mol. As for the LUMO energy: -0.013 hartree.

# 4
ORCA calculation (ωB97M-V with the def2-TZVPD basis set) on a cluster of 8 separate species, C10H37NO8 in total.

The geometry in XYZ format:
```
56
Properties=species:S:1:pos:R:3:forces:R:3:lowdin_charge:R:1
C 1.03465 7.03808 -3.71419 -0.3 -0.6 -0.2 -0.34
H -2.44272 16.67646 -9.34316 0.2 0.2 0.0 0.03
O -2.87575 15.83504 -9.48720 0.0 -0.2 -0.2 -0.06
C 4.79705 8.76545 -10.38614 2.2 -0.7 -2.2 -0.34
H 3.89258 6.97670 -11.23495 -0.6 0.3 -0.1 0.06
H 5.50623 9.49542 -10.77641 -0.4 0.7 -0.5 0.10
H -4.99693 7.51022 -9.33169 0.1 0.1 -0.1 0.07
C -3.70141 8.93838 -10.39842 -2.7 -1.6 0.0 -0.38
H 1.41110 13.59322 -7.03535 -0.1 -0.2 -0.1 0.03
O 0.91688 19.03813 -9.15678 -0.1 -0.1 0.2 -0.06
H 3.86502 9.28707 -10.16859 -0.3 -0.5 0.1 0.11
H 9.50775 18.58803 0.44649 0.1 0.3 -0.3 0.07
H 2.29742 5.55950 -4.45699 0.0 -0.3 -0.2 0.07
H 1.60953 7.91925 -3.99907 -0.3 0.0 -0.9 0.11
O 5.49709 8.23359 -9.30649 -0.6 -0.2 1.8 -0.08
H -4.90519 9.15897 -8.66155 0.1 -0.2 0.6 0.07
C 5.69867 17.50142 -1.04896 1.1 -0.7 -0.5 -0.11
O 1.49915 6.74080 -2.42571 -0.1 -0.2 1.5 -0.09
O 6.34938 17.78173 0.17472 -1.3 1.3 0.4 -0.22
H 2.64094 14.81576 -12.34386 -0.2 -0.2 -0.1 0.03
H 1.30597 18.64452 -9.93774 0.1 -0.2 -0.2 0.03
H -4.48895 9.55839 -10.82674 -0.3 -0.7 -1.0 0.11
C -4.33751 8.35391 -9.12813 0.8 0.7 0.0 -0.09
H 1.01615 5.96990 -5.62199 0.0 0.0 0.0 0.07
H 6.45468 17.63571 3.20265 0.0 -0.5 -0.4 0.06
H 1.28119 15.06914 -6.72444 -0.1 0.2 0.0 0.03
H 4.86906 18.15378 -1.32149 -0.1 0.1 1.0 0.09
H 8.97394 17.08375 2.07861 -0.2 -0.2 0.3 0.13
O 3.15055 15.56259 -12.02956 0.0 0.2 -0.1 -0.06
H 0.89819 19.97649 -9.34487 0.0 0.2 0.0 0.03
H 5.41577 16.45086 -1.11527 -0.4 -0.1 0.2 0.08
H 6.36084 17.62767 -1.90553 0.6 0.1 -0.1 0.08
H -3.47619 8.02758 -8.54528 -0.3 -0.1 0.6 0.07
H 0.64060 4.94717 -4.21965 0.0 0.1 0.1 0.07
O -2.64372 9.77801 -10.22269 1.5 1.0 0.7 -0.05
H 5.47247 6.90688 -11.63857 1.0 0.8 0.6 0.07
H -3.06171 10.62129 -10.03355 0.6 0.3 0.1 0.09
H -3.43808 8.03827 -10.95388 0.3 0.5 -0.8 0.11
C 7.55252 17.08083 0.48533 -2.2 -0.4 -0.8 -0.20
O 1.91238 14.34956 -6.73056 0.2 0.0 0.1 -0.05
H 3.70416 15.20112 -11.33741 0.2 -0.1 0.2 0.03
H 8.10210 17.22435 -0.44497 1.1 -0.5 0.2 0.11
H 5.29312 8.84770 -8.59738 0.4 -0.2 0.6 0.08
H -3.37001 15.67864 -8.68255 -0.1 -0.1 0.2 0.03
C 1.23786 5.78885 -4.57025 0.3 0.8 -0.1 -0.08
H 4.54941 8.16521 -12.41440 -0.3 -0.2 -0.1 0.07
C 4.70851 7.66355 -11.45988 -1.4 0.0 -0.2 -0.09
C 8.21013 17.75217 1.68126 -1.1 -0.1 1.3 -0.40
C 7.24521 18.31207 2.87751 0.5 -1.7 -1.0 -0.03
H 7.25696 16.03654 0.58624 0.4 -0.4 0.3 0.12
H 8.06238 19.31935 0.69018 0.3 1.0 -0.6 0.07
H -0.02199 7.25505 -3.55757 -0.2 0.4 -0.9 0.11
H 6.69784 19.20957 2.58944 0.6 0.2 -0.1 0.07
H 0.75142 7.03164 -1.89854 0.5 -0.2 0.8 0.08
N 8.85907 18.90525 1.15267 0.4 1.1 0.2 0.01
H 7.84492 18.41772 3.78155 0.2 0.6 -0.3 0.06
```
Forces are in eV/Å.

Its multiplicity is 1. As for the HOMO energy: -9.26 eV. The SMILES is COC[C@H](C)N.CCO.CCO.CCO.O.O.O.O. As for the HOMO-LUMO gap: 9.358 eV. The value obtained for the energy above the lowest of the compared OMol25 structures with the same formula, charge and spin is 360.1 kJ/mol. As for the LUMO energy: 0.004 hartree.

# 5
ORCA calculation (ωB97M-V with the def2-TZVPD basis set) on a cluster of 2 separate species, C2H8N3O in total.

The geometry in XYZ format:
```
14
Properties=species:S:1:pos:R:3:forces:R:3:lowdin_charge:R:1
H -0.56999 1.66765 -0.61983 0.3 0.7 -0.5 0.10
N -0.34346 0.80010 -0.15859 1.1 2.0 -0.4 0.31
C 2.79383 0.08200 0.18485 2.3 3.2 3.8 -0.29
H 3.80576 -0.31208 -0.07883 -0.3 0.1 -0.4 0.13
H -0.11930 -1.54565 0.29815 0.0 0.3 0.1 0.14
H -2.75345 1.27118 -0.79555 -0.6 -0.1 0.2 0.15
N -2.65441 0.43025 -0.23746 0.5 -0.1 -0.8 0.24
H -1.87089 -1.73793 0.49502 0.1 -1.5 0.3 0.13
H 3.04400 1.29979 0.32353 -0.6 -2.6 -0.9 0.16
H 2.62348 -0.25637 1.23985 0.1 -0.1 -0.6 0.08
H -3.37555 -0.27343 -0.23276 -0.5 0.3 -0.1 0.14
O 1.88366 -0.25764 -0.65337 -1.6 -0.7 -2.0 -0.06
C -1.40383 0.00619 -0.14107 1.1 -1.6 2.2 -0.48
N -1.05985 -1.17405 0.37607 -1.9 0.2 -1.0 0.26
```
Forces are in eV/Å.

Its multiplicity is 1. Its total charge is +1. As for the HOMO energy (spin up / spin down): -13.90 / -13.40 eV. As for the HOMO-LUMO gap (spin up / spin down): 6.272 / 8.300 eV. The value obtained for the energy above the lowest of the compared OMol25 structures with the same formula, charge and spin is 593.8 kJ/mol. As for the LUMO energy (spin up / spin down): -0.280 / -0.187 hartree.

# 6
ORCA calculation (ωB97M-V with the def2-TZVPD basis set) on a cluster of 2 separate species, CH6OS2 in total.

The geometry in XYZ format:
```
10
Properties=species:S:1:pos:R:3:forces:R:3:lowdin_charge:R:1
S 7.35527 -0.23040 1.57612 0.2 0.0 0.4 0.21
H -3.55640 -0.97231 -0.74052 0.1 0.5 -0.4 0.07
H 6.79013 1.16913 -0.57805 0.0 0.2 0.2 -0.21
O -4.39167 0.98440 -0.77525 0.0 -0.2 -0.3 -0.12
C -4.36587 -0.36036 -0.32613 0.2 -0.3 0.5 -0.17
S 6.69253 -0.14363 -0.33943 -0.1 -0.3 -0.6 0.21
H -5.21408 1.13760 -1.24954 0.2 0.0 0.0 0.07
H -5.28303 -0.90689 -0.51858 -0.3 0.1 -0.1 0.07
H 6.17162 -0.32095 2.20278 0.0 0.1 0.0 -0.21
H -4.19851 -0.35660 0.74861 -0.1 0.0 0.2 0.07
```
Forces are in eV/Å.

Its multiplicity is 1. As for the HOMO energy: -9.54 eV. The SMILES is CO.SS. As for the HOMO-LUMO gap: 9.998 eV. The value obtained for the energy above the lowest of the compared OMol25 structures with the same formula, charge and spin is 68.9 kJ/mol. As for the LUMO energy: 0.017 hartree.

Q: energy above the lowest of the compared OMol25 structures with the same formula, charge and spin of number 3 (CH6N4O)?
A: 638.9 kJ/mol